# 1
The following is a quantum chemistry calculation of one molecule with the formula C22H36N2O4, from the Open Molecules 2025 dataset.

The orbital gap is 8.61 eV. The multiplicity is 1. Its SMILES is O[C@H](COc1ccc(OC[C@@H](O)CN2CCCCC2)cc1)CN1CCCCC1. The LUMO energy comes out at 0.7 eV.

Cartesian coordinates (Å):
1 O 4.74 3.16 1.22
2 C 4.55 2.11 0.32
3 C 3.16 2.18 -0.34
4 O 2.22 2.23 0.71
5 C 0.89 2.25 0.39
6 C 0.01 2.32 1.47
7 C -1.35 2.34 1.26
8 C -1.88 2.29 -0.03
9 C -1.00 2.24 -1.10
10 C 0.37 2.21 -0.89
11 H 1.03 2.17 -1.75
12 H -1.36 2.22 -2.12
13 O -3.24 2.33 -0.13
14 C -3.85 1.93 -1.33
15 C -5.23 1.33 -0.98
16 O -6.17 1.54 -2.01
17 H -6.32 2.48 -2.11
18 C -5.12 -0.19 -0.78
19 N -3.92 -0.55 -0.06
20 C -3.41 -1.88 -0.36
21 C -4.22 -3.01 0.29
22 C -4.25 -2.80 1.80
23 C -4.80 -1.41 2.11
24 C -3.98 -0.34 1.37
25 H -4.39 0.65 1.56
26 H -2.95 -0.36 1.74
27 H -4.76 -1.21 3.19
28 H -5.85 -1.35 1.80
29 H -4.87 -3.56 2.28
30 H -3.24 -2.88 2.20
31 H -5.23 -3.00 -0.11
32 H -3.76 -3.97 0.05
33 H -3.38 -2.00 -1.45
34 H -2.38 -1.91 0.01
35 H -6.05 -0.54 -0.31
36 H -5.08 -0.62 -1.78
37 H -5.56 1.82 -0.05
38 H -3.98 2.81 -1.99
39 H -3.25 1.18 -1.85
40 H -2.04 2.40 2.09
41 H 0.41 2.36 2.47
42 H 3.09 3.09 -0.95
43 H 3.03 1.29 -0.96
44 C 4.70 0.74 1.02
45 N 4.66 -0.34 0.05
46 C 4.08 -1.56 0.57
47 C 3.86 -2.56 -0.57
48 C 5.19 -2.87 -1.26
49 C 5.82 -1.56 -1.72
50 C 5.96 -0.61 -0.54
51 H 6.65 -1.05 0.20
52 H 6.39 0.34 -0.88
53 H 5.18 -1.10 -2.48
54 H 6.80 -1.74 -2.17
55 H 5.86 -3.37 -0.56
56 H 5.02 -3.54 -2.11
57 H 3.17 -2.12 -1.29
58 H 3.41 -3.47 -0.17
59 H 4.73 -2.02 1.34
60 H 3.12 -1.32 1.03
61 H 5.64 0.75 1.60
62 H 3.87 0.63 1.71
63 H 5.32 2.23 -0.45
64 H 3.96 3.19 1.79

Mulliken atomic charge list, values in e, 5 entries:
1 O -0.628
2 C -0.181
3 C -0.797
4 O -0.118
5 C 0.389

# 2
The following is a quantum chemistry calculation of one molecule with the formula C4H8ClNO at a distorted geometry, from the Open Molecules 2025 dataset.

The orbital gap is 10.82 eV. The multiplicity is 1. Its SMILES is CC(C)(O)/N=C/Cl. The LUMO energy comes out at 0.6 eV.

Cartesian coordinates (Å):
1 C 0.84 1.14 1.63
2 C -0.87 -1.31 0.06
3 C 0.61 -0.13 -1.56
4 C -0.06 0.03 -0.25
5 N 0.91 0.21 0.81
6 O -0.95 1.11 -0.41
7 Cl 1.82 1.00 3.11
8 H 0.32 2.02 1.82
9 H -1.24 -1.37 1.06
10 H -1.72 -1.26 -0.55
11 H -0.22 -2.09 -0.19
12 H 1.11 0.83 -1.90
13 H -0.09 -0.43 -2.43
14 H 1.31 -1.01 -1.40
15 H -1.75 1.25 0.19

Mulliken atomic charge list, values in e, 5 entries:
1 C -0.014
2 C -1.526
3 C -1.276
4 C 1.168
5 N -0.407

# 3
The following is a quantum chemistry calculation of C26H29FGdN6OPS2 as an isolated structure, from the Open Molecules 2025 dataset.

The orbital gap (alpha / beta) is 7.38 / 8.37 eV. The multiplicity is 8. The LUMO energy (alpha / beta) comes out at -0.9 / 0.0 eV.

Cartesian coordinates (Å):
1 Gd 0.10 -1.21 0.46
2 N -1.47 -2.86 -1.14
3 C -0.80 -3.38 -2.35
4 C 0.53 -2.68 -2.63
5 N 1.40 -2.57 -1.45
6 C 2.18 -3.77 -1.13
7 C 1.36 -4.87 -0.46
8 N 0.49 -4.32 0.58
9 H -1.95 -3.62 -0.67
10 H -2.16 -2.18 -1.41
11 H -1.43 -3.26 -3.23
12 H -0.64 -4.45 -2.23
13 H 0.32 -1.66 -2.95
14 H 1.03 -3.19 -3.45
15 H 2.06 -1.82 -1.66
16 H 2.96 -3.45 -0.43
17 H 2.67 -4.18 -2.02
18 H 2.07 -5.62 -0.08
19 H 0.75 -5.39 -1.20
20 H 1.06 -4.01 1.36
21 H -0.13 -5.04 0.94
22 S -2.04 0.19 -1.47
23 P -0.54 1.49 -1.67
24 S 1.28 0.68 -1.52
25 C -0.75 2.80 -0.43
26 C 0.27 3.14 0.45
27 C 0.05 4.13 1.41
28 C -1.17 4.78 1.48
29 C -2.19 4.44 0.59
30 C -1.99 3.46 -0.36
31 C -0.65 2.40 -3.24
32 C -1.70 2.20 -4.13
33 C -1.77 2.93 -5.31
34 C -0.78 3.86 -5.60
35 C 0.27 4.06 -4.72
36 C 0.34 3.34 -3.54
37 H 1.21 2.61 0.40
38 H 0.84 4.38 2.10
39 H -1.33 5.54 2.23
40 H -3.14 4.95 0.64
41 H -2.78 3.18 -1.04
42 H -2.47 1.47 -3.89
43 H -2.58 2.77 -6.00
44 H -0.83 4.43 -6.52
45 H 1.04 4.79 -4.94
46 H 1.16 3.49 -2.85
47 N 3.08 -3.13 3.78
48 C 2.54 -2.13 3.03
49 O 1.78 -2.43 2.07
50 C 2.88 -0.79 3.33
51 C 2.23 0.09 2.45
52 N 1.57 0.53 1.61
53 C 3.70 -0.43 4.43
54 N 4.36 -0.23 5.35
55 H 3.58 -2.90 4.62
56 H 2.70 -4.05 3.68
57 F -2.27 2.24 5.34
58 C -1.96 1.38 4.34
59 C -2.52 1.57 3.10
60 C -2.17 0.69 2.07
61 C -1.29 -0.36 2.30
62 C -0.77 -0.52 3.57
63 C -1.09 0.34 4.61
64 H -3.19 2.40 2.92
65 H -2.58 0.86 1.09
66 H -0.08 -1.34 3.79
67 H -0.67 0.22 5.60

Mulliken atomic charge list, values in e, 5 entries:
1 Gd 0.142
2 N -0.242
3 C -0.661
4 C -0.557
5 N 0.101

# 4
The following is a quantum chemistry calculation of a 2-piece molecular cluster, C8H10ClN3 overall at a distorted geometry, from the Open Molecules 2025 dataset.

The orbital gap is 8.78 eV. The multiplicity is 1. Its SMILES is C=C(C)/N=C(\C#N)CC.N#CCl. The LUMO energy comes out at 0.0 eV.

Cartesian coordinates (Å):
1 C 0.39 0.69 1.20
2 C -0.82 -1.69 0.23
3 C 3.20 -0.41 -0.32
4 C -1.35 -1.76 1.47
5 C -0.34 0.59 -0.01
6 C -0.44 -2.85 -0.72
7 C -0.75 3.06 -0.22
8 C -0.40 1.76 -0.98
9 N 1.15 0.59 2.08
10 N -0.73 -0.50 -0.42
11 N 2.56 -0.93 -1.09
12 Cl 4.27 0.30 0.62
13 H -1.45 -0.78 2.07
14 H -1.23 -2.66 1.99
15 H 0.60 -2.92 -0.36
16 H -0.47 -2.36 -1.67
17 H -1.20 -3.58 -0.60
18 H 0.04 3.14 0.53
19 H -1.61 3.03 0.38
20 H -0.90 3.83 -1.02
21 H 0.58 1.90 -1.39
22 H -1.10 1.54 -1.78

Mulliken atomic charge list, values in e, 5 entries:
1 C -0.095
2 C 0.595
3 C 0.414
4 C -0.903
5 C 0.747

| no. | calculated total energy (eV) | molecular weight (g/mol) |
| --- | --- | --- |
| 1 | -34567.743 | 392.5 |
| 2 | -20336.641 | 121.6 |
| 3 | -92935.549 | 712.9 |
| 4 | -25447.286 | 183.6 |